Computed, not measured: C14H8N3O7RuS6 as an isolated structure in a non-equilibrium geometry, with wB97M-V/def2-TZVPD.

Energy relative to the best compared isomer or geometry (same formula, charge and spin) in eV: 2.988
DFT total energy in eV: -101045.678
Gap between HOMO and LUMO (alpha / beta) in eV: 5.0 / 5.0
Highest occupied orbital energy (alpha / beta) in eV: -1.87 / -1.86
Charge: -2
⟨S²⟩: 0.7580
2S+1: 2

Positions of all 39 atoms, in Å:
Ru: -0.484 0.607 0.348
S: -6.851 -3.009 1.421
C: -5.350 -2.296 1.250
S: -4.647 -1.255 2.414
C: -3.123 -0.953 1.611
C: -2.985 -1.537 0.416
S: -1.535 -1.458 -0.543
S: -4.348 -2.481 -0.126
S: -1.868 -0.016 2.373
N: 1.035 -0.549 1.572
C: 1.989 0.401 2.145
C: 2.394 1.415 1.074
O: 3.514 1.922 1.153
O: 1.503 1.665 0.191
H: 0.596 -1.153 2.257
H: 1.487 -1.120 0.866
H: 2.892 -0.070 2.535
H: 1.499 0.956 2.947
O: -0.366 1.684 -2.355
C: 0.750 0.984 -2.355
O: 0.954 -0.019 -1.708
C: 1.778 1.557 -3.292
C: 1.616 2.809 -3.864
C: 2.596 3.324 -4.704
C: 3.734 2.587 -4.981
C: 3.871 1.342 -4.399
C: 2.920 0.815 -3.549
N: 5.081 0.542 -4.710
O: 5.161 -0.572 -4.247
O: 5.926 1.049 -5.421
H: 0.730 3.381 -3.624
H: 2.470 4.304 -5.144
H: 4.515 2.956 -5.630
H: 3.054 -0.156 -3.095
S: -1.179 5.199 1.518
C: -0.960 3.579 1.313
N: -0.823 2.429 1.214
O: -2.433 1.858 -1.487
C: -1.349 1.463 -1.226